1.
The following is a quantum chemistry calculation of 3 unconnected molecules or ions with the total composition C10H18O2S2 at a distorted geometry, from OMol25.

Each line ends with the natural charge from an NBO analysis.
CARTESIAN COORDINATES (ANGSTROEM)
C1 28.685 3.054 53.160  -0.88
S1 28.606 1.787 51.977  1.29
O1 29.895 1.025 52.105  -1.00
C2 27.474 0.796 52.957  -0.81
H1 27.794 3.731 53.053  0.24
H2 29.549 3.657 52.927  0.24
H3 28.781 2.946 54.264  0.24
H4 27.829 0.752 53.868  0.21
H5 27.508 -0.288 52.658  0.24
H6 26.447 1.201 52.713  0.23
C3 32.342 3.457 51.655  -0.79
S2 31.730 3.002 49.985  1.25
O2 30.669 3.974 49.587  -1.00
C4 33.111 3.267 48.961  -0.88
H7 32.808 4.377 51.616  0.22
H8 33.004 2.620 51.865  0.23
H9 31.407 3.603 52.253  0.24
H10 33.496 4.298 49.190  0.23
H11 32.686 3.197 47.918  0.26
H12 33.979 2.571 48.981  0.25
C5 34.051 6.186 53.441  -0.22
C6 34.457 6.665 51.998  -0.18
C7 33.426 7.142 51.152  -0.24
C8 32.096 7.176 51.472  -0.23
C9 31.659 6.657 52.739  -0.17
C10 32.733 6.183 53.820  -0.24
H13 34.881 5.773 54.035  0.21
H14 35.383 6.509 51.687  0.19
H15 33.842 7.505 50.250  0.22
H16 31.279 7.648 50.934  0.23
H17 30.709 6.642 53.136  0.20
H18 32.625 5.835 54.837  0.22

The value obtained for the strongest force on any atom is 0.170 Eh/bohr. As for the multiplicity: 1. The calculation puts the energy at -1338.50358 Ha. For the HOMO energy, the calculation gives -8.1 eV.



2.
The following is a quantum chemistry calculation of a molecular structure, C22H24ClN4O2PPdS5, from OMol25.

Each line ends with the Löwdin spin population.
CARTESIAN COORDINATES (ANGSTROEM)
Pd1 0.138 -1.080 0.835  0.07
S1 -1.590 -0.982 2.393  0.01
C1 -2.866 -1.729 1.466  0.00
C2 -3.919 -2.384 2.094  0.00
C3 -4.956 -2.949 1.357  0.00
C4 -6.012 -3.641 2.040  0.00
N1 -6.856 -4.199 2.587  0.00
C5 -4.947 -2.852 -0.042  0.00
C6 -3.896 -2.190 -0.672  0.00
C7 -2.859 -1.633 0.061  0.00
S2 -1.556 -0.769 -0.719  0.01
C8 -5.988 -3.436 -0.835  0.00
N2 -6.809 -3.903 -1.493  0.00
H1 -3.930 -2.468 3.172  0.00
H2 -3.887 -2.122 -1.752  0.00
C9 1.235 -5.630 2.529  0.00
C10 1.198 -5.588 1.017  0.00
O1 0.957 -4.261 0.512  0.00
P1 1.994 -3.064 0.629  0.00
S3 1.710 -1.757 -0.862  0.00
S4 1.834 -2.032 2.324  0.00
O2 3.373 -3.875 0.498  0.00
C11 4.589 -3.241 0.060  0.00
C12 5.158 -2.277 1.078  0.00
H3 1.293 -6.669 2.862  0.00
H4 0.337 -5.174 2.945  0.00
H5 2.100 -5.093 2.918  0.00
H6 0.365 -6.173 0.629  0.00
H7 2.124 -5.968 0.584  0.00
H8 4.392 -2.737 -0.887  0.00
H9 5.273 -4.070 -0.123  0.00
H10 4.529 -1.396 1.185  0.00
H11 6.150 -1.960 0.749  0.00
H12 5.250 -2.757 2.053  0.00
S5 -1.168 3.472 -1.692  0.00
C13 -0.367 2.370 -2.647  0.00
N3 0.934 2.442 -3.022  0.00
C14 1.392 1.246 -3.714  0.00
C15 0.151 0.333 -3.649  0.00
N4 -0.888 1.239 -3.173  0.00
H13 1.530 3.142 -2.621  0.00
H14 2.254 0.797 -3.217  0.00
H15 1.674 1.471 -4.746  0.00
H16 0.284 -0.503 -2.958  0.00
H17 -0.101 -0.068 -4.630  0.00
H18 -1.701 0.863 -2.706  0.00
Cl1 1.990 1.276 3.880  0.02
C16 2.872 1.378 2.390  0.11
C17 4.250 1.339 2.439  -0.01
C18 4.993 1.411 1.267  0.13
C19 4.337 1.512 0.040  -0.01
C20 2.962 1.549 -0.004  0.10
C21 2.166 1.494 1.167  0.04
C22 0.765 1.531 1.077  0.45
H19 4.739 1.246 3.399  0.00
H20 6.074 1.377 1.312  0.01
H21 4.909 1.552 -0.879  0.00
H22 2.443 1.602 -0.952  0.00
H23 0.282 1.747 0.135  0.02
H24 0.147 1.587 1.960  0.02

The value obtained for the strongest force on any atom is 0.013 Eh/bohr. As for the multiplicity: 2. The calculation puts the energy at -4142.84540 Ha. For the HOMO energy (spin up / spin down), the calculation gives -4.7 / -4.8 eV. As for the expectation value of S²: 0.7862. The net charge is -1.



3.
The following is a quantum chemistry calculation of 2 unconnected molecules or ions with the total composition C6H13N at a distorted geometry, from OMol25.

Each line ends with the natural charge from an NBO analysis.
CARTESIAN COORDINATES (ANGSTROEM)
C1 -0.282 0.941 2.055  -0.62
C2 -0.481 0.999 0.545  -0.10
N1 0.691 0.734 -0.301  -0.43
C3 1.209 1.534 -1.390  -0.41
C4 -0.449 -0.012 -0.547  0.12
C5 -0.660 -1.395 -0.829  -0.43
C6 0.129 -2.240 0.386  -0.65
H1 0.055 1.921 2.427  0.22
H2 -1.219 0.703 2.569  0.21
H3 0.471 0.199 2.334  0.22
H4 -1.201 1.740 0.204  0.19
H5 1.898 0.905 -1.968  0.20
H6 0.384 1.842 -2.050  0.19
H7 1.756 2.396 -1.008  0.20
H8 -1.748 -1.577 -0.806  0.22
H9 -1.280 0.280 -1.807  0.02
H10 -0.257 -1.619 -1.838  0.22
H11 1.226 -2.080 0.476  0.22
H12 -0.034 -3.275 0.107  0.21
H13 -0.272 -2.106 1.418  0.21

The value obtained for the strongest force on any atom is 0.090 Eh/bohr. As for the multiplicity: 1. The calculation puts the energy at -291.02470 Ha. For the HOMO energy, the calculation gives -8.8 eV.



4.
The following is a quantum chemistry calculation of 2 unconnected molecules or ions with the total composition C2H8N4 at a distorted geometry, from OMol25.

Each line ends with the natural charge from an NBO analysis.
CARTESIAN COORDINATES (ANGSTROEM)
H1 0.556 1.801 -0.243  0.35
N1 0.384 2.078 0.726  -0.63
C1 -0.520 1.546 1.363  0.17
C2 -1.483 0.373 0.833  -0.69
H2 -0.718 1.824 2.357  0.15
H3 -1.789 0.652 -0.228  0.21
H4 -2.441 0.262 1.432  0.21
H5 -0.904 -0.460 0.780  0.22
H6 0.057 -0.520 -2.707  0.32
N2 0.582 -1.244 -2.248  -0.46
N3 0.849 -0.820 -1.093  0.00
N4 1.488 -1.731 -0.377  -0.61
H7 1.977 -2.562 -0.888  0.37
H8 1.963 -1.202 0.292  0.38

The value obtained for the strongest force on any atom is 0.093 Eh/bohr. As for the multiplicity: 1. As for the SMILES: [H]/N=C\C.[H]/N=N/N. The calculation puts the energy at -299.92142 Ha. For the HOMO energy, the calculation gives -9.3 eV.